Entry 1:
The following is a quantum chemistry calculation of a structure of composition C10H10BrClMg in a non-equilibrium geometry, from the Open Molecules 2025 dataset.

For the relative energy (zero: lowest compared OMol25 entry of this formula, charge and spin), the calculation gives 1.6 kcal/mol. The calculation puts the calculated total energy at -98544.08288 eV. As for the net charge: -2.

Each line ends with the Mulliken charge.
Atoms and positions in Å:
C (-1.3007, -0.9108, -1.3052)  -0.44
C (-1.4027, -1.9180, -0.3352)  -0.61
C (-2.1990, -1.4119, 0.7522)  -0.60
H (-0.9891, -2.9199, -0.4215)  0.33
C (-2.5038, -0.0396, 0.4573)  -0.58
C (-1.9701, 0.2514, -0.8261)  -0.47
H (-2.1148, 1.1692, -1.3961)  0.35
H (-0.8448, -1.0113, -2.2829)  0.45
H (-2.5554, -1.9800, 1.6217)  0.52
H (-3.1202, 0.6290, 1.0570)  0.43
Mg (-0.7451, -0.5378, 2.1515)  0.83
Br (0.8637, -2.3017, 2.2903)  -0.68
C (2.2900, 1.2430, 0.6790)  -0.70
C (1.4941, 2.0271, -0.2024)  -0.54
C (1.3584, 1.3120, -1.4350)  -0.58
H (1.0356, 2.9885, 0.0277)  0.31
C (2.0772, 0.0876, -1.3135)  -0.47
C (2.6568, 0.0429, -0.0114)  -0.48
H (3.2348, -0.7832, 0.4075)  0.37
H (2.5488, 1.4920, 1.7019)  0.40
H (0.8067, 1.6552, -2.3037)  0.45
H (2.1860, -0.6728, -2.0830)  0.38
Cl (-0.8065, 1.5892, 2.7701)  -0.66

Entry 2:
The following is a quantum chemistry calculation of an isolated molecule of C12H11BrSi in a non-equilibrium geometry, from the Open Molecules 2025 dataset.

For the relative energy (zero: lowest compared OMol25 entry of this formula, charge and spin), the calculation gives 0.0 kcal/mol. The calculation puts the calculated total energy at -90542.13318 eV. The SMILES is Br[SiH](c1ccccc1)c1ccccc1.

Each line ends with the Mulliken charge.
Atoms and positions in Å:
C (-3.9486, 0.7985, -0.1286)  -0.33
C (3.7787, 0.9756, -0.6680)  -0.31
C (-3.6321, -0.2421, -0.9252)  -0.34
C (-3.1208, 1.3507, 0.8182)  -0.38
C (3.5279, -0.1659, -1.4423)  -0.62
C (3.0196, 1.3661, 0.4311)  -0.60
C (-2.4527, -0.8854, -0.6953)  -0.55
C (-1.9304, 0.7053, 1.1296)  -0.42
C (2.4089, -0.9675, -1.0709)  -0.22
C (2.0712, 0.4226, 0.9272)  -0.48
C (-1.6789, -0.4300, 0.3757)  0.46
C (1.8117, -0.7316, 0.2062)  0.55
Si (0.2006, -1.4741, 0.7891)  0.57
Br (0.1865, -3.5381, -0.0583)  -0.31
H (-4.9927, 1.2102, -0.1929)  0.28
H (4.4490, 1.7180, -1.0885)  0.32
H (-4.2550, -0.7450, -1.7478)  0.26
H (-3.3688, 2.2359, 1.4694)  0.28
H (4.2593, -0.4923, -2.1339)  0.40
H (3.1530, 2.3612, 0.9118)  0.33
H (-2.1382, -1.7448, -1.1638)  0.39
H (-1.1949, 0.8460, 1.9447)  0.26
H (2.0421, -1.7739, -1.7893)  0.21
H (1.6661, 0.6653, 1.8673)  0.43
H (0.1383, -1.4648, 2.2345)  -0.16

Number 1: Kohn-Sham gap 4.56 eV. Number 2: Kohn-Sham gap 10.02 eV.